1.
Density functional theory data (wB97M-V/def2-TZVPD) for a structure of composition C19H16CrIN2O.

As for the spin multiplicity: 2. For the HOMO-LUMO gap (spin up / spin down), the calculation gives 7.29 / 7.26 eV. The calculation puts the largest force on an atom at 0.015 Eh/bohr. For the calculated total energy, the calculation gives -2260.44878 Ha. Its expectation value of S² is 0.9518. The value obtained for the HOMO energy (spin up / spin down) is -7.18 / -7.16 eV. Its lowest unoccupied orbital energy (spin up / spin down) is 0.111 / 0.101 eV.

Element x y z (Å)
Cr -0.3396 -0.7289 0.9636
C 1.8640 0.0336 -1.5733
C 0.6325 -0.2727 -2.1311
C 0.2231 -1.5956 -2.2064
C 1.0367 -2.6067 -1.7194
C 2.2572 -2.2975 -1.1473
C 2.6724 -0.9765 -1.0785
H 2.1893 1.0628 -1.5176
H 0.0070 0.5147 -2.5324
H -0.7168 -1.8390 -2.6888
H 0.7145 -3.6390 -1.7847
H 2.8873 -3.0864 -0.7570
H 3.6291 -0.7323 -0.6349
I -2.6704 0.3230 0.0947
C -1.8929 2.2681 0.3321
C -2.7333 3.3177 0.1209
C -2.2324 4.6291 0.2762
C -0.9300 4.8136 0.6307
C -0.0605 3.7150 0.8501
C 1.2851 3.9289 1.2288
C 2.1053 2.8616 1.4492
C 1.6187 1.5467 1.2861
C 0.3272 1.2468 0.9112
C -0.5286 2.3773 0.6996
H -3.7667 3.1598 -0.1565
H -2.8902 5.4726 0.1136
H -0.5320 5.8139 0.7558
H 1.6401 4.9460 1.3457
H 3.1332 3.0212 1.7535
H 2.3119 0.7327 1.4801
N -1.6988 -3.2787 -0.3607
C -1.8067 -4.6176 -0.2629
C -0.9692 -5.0063 0.7549
C -0.3959 -3.8134 1.2244
N -0.8389 -2.7747 0.5342
H -2.1704 -2.6592 -0.9965
H -2.4628 -5.1766 -0.9075
H -0.8043 -6.0049 1.1176
H 0.2955 -3.6459 2.0327
O -0.3895 -1.0332 2.4996

=====

2.
Density functional theory data (wB97M-V/def2-TZVPD) for an isolated molecule of C19H16F4O5 at a distorted geometry.

The SMILES is COC(=O)C(OC)(C(=O)OC)C(c1cc(F)cc(F)c1)c1cc(F)cc(F)c1. For the HOMO-LUMO gap, the calculation gives 9.54 eV. The calculation puts the largest force on an atom at 0.056 Eh/bohr. For the calculated total energy, the calculation gives -1509.19917 Ha. The value obtained for the HOMO energy is -9.33 eV. Its lowest unoccupied orbital energy is 0.205 eV.

Element x y z (Å)
C 3.6975 1.1973 1.8253
O 2.3514 0.6019 1.6770
C 1.3481 1.3435 1.1207
O 1.4192 2.5456 0.8464
C 0.0264 0.5569 0.8130
O 0.1895 -0.7284 1.3447
C -0.5495 -1.4513 2.3332
C -1.1649 1.2959 1.4922
O -1.0847 2.3482 2.1157
O -2.3087 0.5668 1.4110
C -3.5200 1.2975 1.6614
C 0.2351 0.4634 -0.8806
C 1.4237 -0.3859 -1.2828
C 1.3629 -1.7942 -1.4793
C 2.5494 -2.5194 -1.3408
F 2.4834 -3.8888 -1.1771
C 3.8100 -1.9276 -1.3138
C 3.8237 -0.5342 -1.4122
F 5.0332 0.1151 -1.3847
C 2.6787 0.2245 -1.4750
C -1.1610 0.1841 -1.3509
C -1.9732 1.2374 -1.7965
C -3.3353 1.0405 -1.9021
F -4.1433 2.1480 -2.0103
C -3.9343 -0.2155 -1.7899
C -3.0861 -1.2606 -1.4601
F -3.6448 -2.4985 -1.2173
C -1.7103 -1.1133 -1.2750
H 4.4095 0.3582 1.7492
H 3.8529 1.9202 1.0011
H 3.7850 1.6943 2.8161
H -0.3824 -2.5005 2.0304
H -0.0847 -1.3279 3.3402
H -1.6510 -1.2488 2.3704
H -4.3211 0.5830 1.5010
H -3.5660 1.7070 2.6794
H -3.5855 2.1151 0.9343
H 0.4741 1.5292 -0.8934
H 0.4600 -2.3414 -1.7630
H 4.7270 -2.4995 -1.2027
H 2.7322 1.2935 -1.6864
H -1.5308 2.2032 -2.0422
H -5.0155 -0.3420 -1.8850
H -1.1198 -1.9929 -1.0415

=====

3.
Density functional theory data (wB97M-V/def2-TZVPD) for an isolated molecule of C19H16N8O2S at a distorted geometry.

For the HOMO-LUMO gap, the calculation gives 7.42 eV. The calculation puts the largest force on an atom at 0.225 Eh/bohr. For the calculated total energy, the calculation gives -1720.06590 Ha. The value obtained for the HOMO energy is -7.73 eV. Its lowest unoccupied orbital energy is -0.308 eV.

Element x y z (Å)
N 3.6995 5.3792 -0.0460
N 1.8551 0.3112 -6.0896
O 0.4437 1.4741 2.7209
N 1.3873 5.1860 -1.2212
N 0.5412 2.3945 -6.2030
N 2.5985 5.2303 -0.6721
N 1.1755 1.2932 -6.1144
O -0.2832 4.4892 -3.1932
S -0.8827 -6.5137 2.4041
C 0.1782 1.1433 1.4760
C -2.5347 -7.0475 2.5344
C -3.4647 -6.0841 2.7749
C -2.7286 -4.7730 2.7675
C -1.3591 -4.7677 2.5679
C -1.1400 2.5029 -1.8382
C -0.9968 1.7598 -0.6912
C 0.6835 -3.6233 3.4318
C 0.6203 3.3076 0.1222
C 1.5586 -2.5236 3.5557
C -0.5667 -2.3867 1.6422
C 0.5278 4.0355 -1.1023
C -0.3578 3.6571 -2.0447
C -0.1251 2.1187 0.3184
C -0.3986 -3.5251 2.5152
C 1.4137 -1.4401 2.7187
C 0.3626 -1.3293 1.7964
N 2.3347 -0.4833 2.9277
N 0.1775 -0.1786 1.0732
C 0.8235 3.4353 -5.2497
C -0.4593 3.8499 -4.4889
H -2.6560 -8.0163 2.1817
H -4.5987 -6.2698 2.7141
H -3.3072 -3.8813 3.0990
H -1.8304 2.1968 -2.5502
H -1.4568 0.8271 -0.6044
H 0.5805 -4.4939 4.0006
H 1.3766 3.6032 0.8707
H 2.4791 -2.6028 4.1887
H -1.3372 -2.4434 0.9260
H 3.0876 -0.6081 3.5499
H 1.9172 0.4728 2.8219
H -0.1486 -0.2449 0.1047
H 1.4010 4.2441 -5.7141
H 1.3965 3.0556 -4.4452
H -0.9628 2.9197 -4.3365
H -1.0243 4.3491 -5.1994

=====

4.
Density functional theory data (wB97M-V/def2-TZVPD) for a structure of composition C19H17Br2N6OPtS at a distorted geometry.

Its charge is +3. For the HOMO-LUMO gap, the calculation gives 4.53 eV. The calculation puts the largest force on an atom at 0.035 Eh/bohr. For the calculated total energy, the calculation gives -6802.57835 Ha. The value obtained for the HOMO energy is -16.44 eV. Its lowest unoccupied orbital energy is -11.905 eV.

Element x y z (Å)
Pt -0.0636 0.1083 -0.8826
N 0.6672 1.8465 0.2220
C 1.9716 1.6897 0.9091
C 2.5988 2.7584 1.4682
C 3.8165 2.5835 2.1570
C 4.3620 1.3451 2.2883
C 3.7283 0.2207 1.7205
C 4.2293 -1.0971 1.8382
C 3.5513 -2.1357 1.2771
C 2.3689 -1.8694 0.5644
N 1.8785 -0.6500 0.4085
C 2.5260 0.3985 0.9990
H 0.7244 2.6307 -0.4223
H -0.0247 2.1025 0.9205
H 2.1665 3.7532 1.3978
H 4.3030 3.4448 2.5948
H 5.2884 1.2080 2.8354
H 5.1503 -1.2688 2.3869
H 3.9085 -3.1544 1.3602
H 1.8178 -2.6802 0.0988
N 1.6719 0.0903 -2.3750
N 1.3382 -0.5512 -3.5782
C 0.1664 -1.1964 -3.7238
N -0.1135 -1.7641 -4.8765
S -0.9581 -1.3156 -2.4397
H 1.9535 1.0420 -2.5934
H 2.4559 -0.3918 -1.9345
H 2.0313 -0.5548 -4.3111
H 0.5140 -1.7451 -5.6661
H -0.9739 -2.2756 -4.9897
Br -2.9081 -4.1498 2.0988
C -3.4309 -2.4826 1.6081
C -4.6723 -2.0433 1.8726
C -5.0527 -0.7512 1.4843
Br -6.7515 -0.2359 1.9007
C -4.1694 0.1742 0.7722
C -4.5779 1.4509 0.3866
C -3.7028 2.2572 -0.2995
C -2.4428 1.7665 -0.5864
N -2.0277 0.5398 -0.2041
C -2.8813 -0.2449 0.4657
C -2.4260 -1.6093 0.9063
O -1.3239 -1.9789 0.7148
H -5.3798 -2.6832 2.3865
H -5.5759 1.8051 0.6191
H -3.9846 3.2516 -0.6243
H -1.7468 2.3620 -1.1551